{
  "formula": "Ag2H24O16P",
  "method": "ωB97M-V/def2-TZVPD",
  "elements": ["Ag", "Ag", "P", "O", "O", "O", "O", "O", "H", "H", "O", "H", "H", "O", "H", "H", "O", "H", "H", "O", "H", "H", "O", "H", "H", "O", "H", "H", "O", "H", "H", "O", "H", "H", "O", "H", "H", "O", "H", "H", "O", "H", "H"],
  "positions_angstrom": [[0.043, 1.139, 1.131], [0.426, -0.846, -0.855], [-2.252, -0.697, -0.317], [-1.580, -0.562, -1.656], [-1.065, -0.797, 0.805], [-1.399, -1.889, -0.366], [-1.485, 0.523, -0.099], [0.802, 0.695, 3.618], [0.943, -0.228, 3.785], [-0.086, 0.663, 3.298], [2.933, 0.348, -2.394], [2.032, 0.185, -2.585], [3.464, 0.033, -3.098], [0.408, 1.633, -1.200], [0.074, 2.494, -1.424], [-0.395, 1.158, -0.909], [-0.129, -3.709, 0.631], [0.823, -3.657, 0.553], [-0.525, -2.901, 0.180], [-0.714, 3.333, 2.144], [-1.400, 3.478, 2.754], [0.099, 3.406, 2.653], [0.382, -0.661, -3.373], [-0.469, -0.845, -2.844], [0.298, 0.279, -3.610], [-1.026, -3.114, -2.393], [-1.523, -2.774, -3.128], [-1.175, -2.584, -1.573], [-1.799, 0.458, 2.725], [-1.545, -0.030, 1.902], [-2.517, 1.100, 2.408], [-2.557, 2.756, -0.155], [-2.222, 1.803, -0.052], [-1.955, 3.311, 0.269], [2.003, -2.529, -1.502], [2.591, -2.463, -2.273], [1.235, -3.048, -1.819], [1.324, -1.048, 1.246], [0.326, -0.960, 1.144], [1.358, -1.462, 2.123], [2.062, 2.266, 1.305], [2.097, 3.063, 0.778], [2.097, 2.679, 2.170]],
  "homo_ev": -3.6,
  "fmax_ev_per_a": 17.96,
  "relative_energy_kcal_mol": 16.0,
  "total_charge": -1,
  "e_tot_ev": -50423.34003
}

{
  "formula": "AgH14NO10",
  "method": "ωB97M-V/def2-TZVPD",
  "elements": ["Ag", "N", "O", "O", "O", "O", "H", "H", "O", "H", "H", "O", "H", "H", "O", "H", "H", "O", "H", "H", "O", "H", "H", "O", "H", "H"],
  "positions_angstrom": [[-0.450, -0.112, -0.283], [-2.473, 0.593, 1.889], [-3.107, 1.235, 2.749], [-2.570, 0.963, 0.720], [-2.329, -0.642, 2.052], [0.414, 0.607, 1.689], [1.299, 0.543, 2.133], [-0.047, 1.387, 2.008], [-0.360, -2.417, 0.410], [-0.605, -2.698, 1.292], [-0.824, -2.973, -0.165], [0.493, 2.031, -0.935], [0.309, 2.938, -0.709], [0.795, 2.016, -1.812], [2.746, 0.548, -0.058], [2.200, 1.288, -0.342], [3.387, 0.949, 0.560], [2.433, -2.021, 0.770], [2.583, -1.083, 0.444], [1.543, -2.176, 0.482], [0.558, -0.933, -2.068], [1.356, -0.699, -2.538], [-0.061, -1.103, -2.813], [-2.243, 0.293, -2.055], [-2.909, 0.222, -1.368], [-2.141, 1.252, -2.044]],
  "homo_ev": -8.1,
  "fmax_ev_per_a": 6.99,
  "relative_energy_kcal_mol": 0.0,
  "e_tot_ev": -26186.84809
}

{
  "formula": "AgH14O11P",
  "method": "ωB97M-V/def2-TZVPD",
  "elements": ["Ag", "P", "O", "O", "O", "O", "O", "H", "H", "O", "H", "H", "O", "H", "H", "O", "H", "H", "O", "H", "H", "O", "H", "H", "O", "H", "H"],
  "positions_angstrom": [[-11.766, 2.979, -4.675], [-11.038, 0.287, -4.289], [-12.446, 0.721, -4.639], [-10.989, 1.241, -5.567], [-10.512, -0.466, -5.398], [-10.187, 1.449, -3.985], [-13.938, 1.081, -2.675], [-13.519, 0.972, -3.502], [-14.418, 0.290, -2.560], [-11.717, 5.534, -5.023], [-12.238, 5.282, -5.753], [-12.481, 5.770, -4.536], [-13.590, 3.832, -3.376], [-14.510, 4.043, -3.281], [-13.487, 3.060, -2.855], [-9.189, 3.219, -5.343], [-9.674, 2.548, -4.830], [-9.667, 3.310, -6.203], [-10.926, 3.405, -2.444], [-10.454, 2.687, -2.907], [-10.720, 3.422, -1.518], [-13.639, 2.260, -6.238], [-14.479, 2.238, -5.818], [-13.116, 1.681, -5.578], [-11.238, 2.290, -7.673], [-11.120, 1.937, -6.744], [-12.136, 2.624, -7.610]],
  "homo_ev": 2.2,
  "fmax_ev_per_a": 15.45,
  "relative_energy_kcal_mol": 261.0,
  "total_charge": -2,
  "e_tot_ev": -36026.02317
}

{
  "formula": "AgH32O20P",
  "method": "ωB97M-V/def2-TZVPD",
  "elements": ["Ag", "P", "O", "O", "O", "O", "O", "H", "H", "O", "H", "H", "O", "H", "H", "O", "H", "H", "O", "H", "H", "O", "H", "H", "O", "H", "H", "O", "H", "H", "O", "H", "H", "O", "H", "H", "O", "H", "H", "O", "H", "H", "O", "H", "H", "O", "H", "H", "O", "H", "H", "O", "H", "H"],
  "positions_angstrom": [[14.669, -10.156, -3.913], [13.569, -10.957, -6.271], [13.860, -9.546, -5.905], [13.875, -11.898, -5.214], [15.008, -10.897, -6.030], [12.846, -10.752, -4.919], [11.841, -8.206, -5.925], [11.243, -8.789, -5.446], [12.687, -8.761, -5.831], [15.762, -12.318, -3.872], [16.423, -11.627, -3.983], [14.960, -12.004, -4.454], [12.754, -8.790, -3.222], [12.618, -9.332, -2.464], [12.822, -9.390, -4.033], [17.013, -10.171, -4.907], [16.172, -10.541, -5.375], [17.709, -10.773, -5.296], [14.679, -10.847, -9.675], [13.849, -10.864, -9.235], [15.219, -10.342, -9.072], [11.738, -13.175, -4.870], [12.506, -12.528, -4.915], [12.058, -13.921, -5.428], [14.629, -14.062, -5.860], [15.521, -13.823, -6.190], [14.306, -13.174, -5.550], [13.136, -11.512, -2.665], [12.235, -11.651, -2.461], [12.973, -11.323, -3.646], [14.314, -7.933, -7.703], [14.209, -8.605, -7.002], [13.748, -7.190, -7.397], [10.606, -10.244, -4.661], [10.538, -9.686, -3.911], [11.615, -10.487, -4.740], [15.401, -8.027, -4.905], [16.092, -8.656, -4.843], [14.757, -8.645, -5.415], [13.888, -14.109, -3.151], [13.744, -13.130, -3.131], [14.238, -14.112, -4.033], [12.177, -10.590, -8.831], [11.539, -11.270, -8.691], [11.819, -9.698, -8.737], [16.625, -12.540, -6.831], [15.894, -11.973, -6.518], [17.168, -12.487, -6.088], [16.390, -9.627, -7.558], [15.927, -10.258, -6.953], [15.782, -8.868, -7.443], [13.641, -6.270, -5.786], [14.397, -6.851, -5.696], [12.899, -6.907, -5.648]],
  "homo_ev": -3.0,
  "fmax_ev_per_a": 17.07,
  "relative_energy_kcal_mol": 531.4,
  "total_charge": -2,
  "e_tot_ev": -54740.87477
}

{
  "formula": "AgHO2P",
  "method": "ωB97M-V/def2-TZVPD",
  "elements": ["P", "O", "O", "Ag", "H"],
  "positions_angstrom": [[-0.265, -0.807, -0.893], [-0.441, 0.057, 0.412], [1.186, -0.547, -1.355], [1.585, 1.141, 0.114], [-2.064, 0.156, 1.722]],
  "homo_ev": [-8.8, -10.1],
  "multiplicity": 2,
  "fmax_ev_per_a": 2.92,
  "relative_energy_kcal_mol": 0.0,
  "s2": 0.75,
  "e_tot_ev": -17396.57326
}

{
  "formula": "AlB2H48O20",
  "method": "ωB97M-V/def2-TZVPD",
  "elements": ["Al", "B", "H", "H", "H", "H", "B", "H", "H", "H", "H", "O", "H", "H", "O", "H", "H", "O", "H", "H", "O", "H", "H", "O", "H", "H", "O", "H", "H", "O", "H", "H", "O", "H", "H", "O", "H", "H", "O", "H", "H", "O", "H", "H", "O", "H", "H", "O", "H", "H", "O", "H", "H", "O", "H", "H", "O", "H", "H", "O", "H", "H", "O", "H", "H", "O", "H", "H", "O", "H", "H"],
  "positions_angstrom": [[26.615, -2.027, -15.062], [25.352, -0.962, -17.728], [25.513, 0.016, -17.302], [24.666, -1.365, -17.000], [24.900, -0.901, -18.706], [26.288, -1.490, -17.828], [28.351, 0.635, -15.559], [27.949, 0.606, -14.559], [29.251, 0.040, -15.572], [27.583, 0.404, -16.281], [28.669, 1.652, -15.730], [23.069, -5.349, -17.581], [23.312, -4.450, -17.802], [22.131, -5.304, -17.392], [23.366, -2.905, -18.471], [22.503, -2.730, -18.845], [23.795, -2.050, -18.444], [29.038, -2.123, -17.028], [29.417, -1.284, -17.288], [29.059, -2.653, -17.825], [23.567, -1.815, -14.391], [22.933, -2.495, -14.164], [23.133, -0.994, -14.158], [26.804, -6.760, -14.057], [26.208, -7.477, -14.273], [27.343, -7.101, -13.343], [23.868, -3.083, -11.068], [23.891, -2.224, -10.646], [23.242, -2.982, -11.785], [24.666, -4.344, -15.100], [24.767, -5.156, -14.604], [24.009, -4.550, -15.765], [26.816, -4.177, -17.319], [27.114, -3.940, -18.197], [26.484, -5.070, -17.411], [26.603, 2.203, -17.495], [27.075, 1.619, -16.901], [27.275, 2.793, -17.836], [27.623, -1.356, -10.066], [28.288, -2.035, -10.180], [27.966, -0.601, -10.544], [27.255, -0.558, -19.949], [26.658, -0.571, -19.200], [26.860, -1.159, -20.580], [29.153, -1.878, -13.266], [30.051, -1.592, -13.431], [29.167, -2.204, -12.366], [30.759, -4.183, -14.453], [30.750, -4.050, -15.401], [31.310, -3.476, -14.117], [23.744, 1.218, -12.331], [22.863, 1.016, -12.647], [24.148, 1.711, -13.045], [25.311, 0.703, -14.699], [25.704, 1.498, -14.339], [24.911, 0.985, -15.522], [30.328, 0.013, -17.828], [29.955, 0.531, -18.541], [29.974, 0.410, -17.032], [25.814, -0.948, -12.213], [25.187, -0.225, -12.174], [26.143, -1.028, -11.318], [28.119, -4.541, -14.701], [27.786, -5.438, -14.654], [28.986, -4.586, -14.297], [26.277, -3.753, -12.701], [26.475, -4.636, -12.387], [25.836, -3.330, -11.965], [31.548, 0.947, -14.683], [31.393, 1.638, -14.039], [30.679, 0.741, -15.028]],
  "homo_ev": -12.9,
  "fmax_ev_per_a": 5.19,
  "total_charge": 1,
  "e_tot_ev": -49663.02880
}

{
  "formula": "AlB2H8",
  "method": "ωB97M-V/def2-TZVPD",
  "elements": ["Al", "B", "H", "H", "H", "H", "B", "H", "H", "H", "H"],
  "positions_angstrom": [[-11.576, 14.966, 13.522], [-8.587, 15.664, 13.625], [-9.429, 15.923, 14.375], [-9.095, 15.227, 12.685], [-8.021, 16.588, 13.292], [-7.992, 14.831, 14.116], [-13.815, 13.184, 13.868], [-13.990, 13.579, 12.816], [-12.854, 12.572, 13.940], [-13.715, 14.086, 14.575], [-14.695, 12.525, 14.178]],
  "homo_ev": -15.9,
  "fmax_ev_per_a": 4.82,
  "relative_energy_kcal_mol": 52.0,
  "total_charge": 1,
  "e_tot_ev": -8061.56848
}

{
  "formula": "AlBH4",
  "method": "ωB97M-V/def2-TZVPD",
  "elements": ["Al", "B", "H", "H", "H", "H"],
  "positions_angstrom": [[12.005, -10.641, -2.556], [10.009, -8.110, -2.853], [9.342, -8.890, -2.519], [9.425, -7.204, -2.899], [10.871, -7.895, -2.241], [10.431, -8.313, -3.825]],
  "homo_ev": -23.0,
  "fmax_ev_per_a": 11.02,
  "relative_energy_kcal_mol": 79.6,
  "total_charge": 2,
  "e_tot_ev": -7306.33708
}